[1]
DFT (ωB97M-V/def2-TZVPD) results for a structure of composition C31H33ClN2O2Si2Yb at a distorted geometry.

The geometry in ORCA input format:
```
! wB97M-V def2-TZVPD RIJCOSX def2/J DEFGRID3
* xyz 1 2
C -2.4111 -0.8141 4.7276
C -3.3084 -0.8032 3.6302
C -3.2943 -2.0969 3.0405
H -3.9629 0.0231 3.3584
C -2.3879 -2.9135 3.7839
C -1.8368 -2.1121 4.8310
H -1.1865 -2.4681 5.6281
H -2.3016 -0.0223 5.4594
H -3.9107 -2.4203 2.2036
H -2.1859 -3.9728 3.6275
Yb -0.9548 -1.2112 2.7007
Si -1.1454 -0.2189 -2.5670
C -0.5214 1.2713 -3.4914
C 0.7939 1.2927 -4.0074
H 1.4526 0.4253 -3.8677
C 1.2612 2.3835 -4.7522
H 2.2830 2.3836 -5.1376
C 0.4276 3.4739 -5.0148
H 0.7991 4.3421 -5.5735
C -0.8888 3.4388 -4.5478
H -1.5350 4.2887 -4.7737
C -1.3651 2.3559 -3.7996
H -2.4087 2.3188 -3.4742
C -0.3290 -1.5479 -3.5963
C -0.5727 -1.5841 -4.9870
H -1.3016 -0.8943 -5.4222
C 0.1697 -2.4341 -5.8095
H 0.0152 -2.4316 -6.8882
C 1.1386 -3.2876 -5.2609
H 1.7036 -3.9667 -5.9081
C 1.3390 -3.2927 -3.8787
H 2.0851 -3.9583 -3.4388
C 0.5943 -2.4505 -3.0456
H 0.7892 -2.4433 -1.9725
H -2.5848 -0.3283 -2.7907
Si 2.0897 0.8510 -0.1774
C 1.2698 -0.8656 0.0967
C -0.1053 -1.1508 -0.0218
H -0.7899 -0.4016 -0.5560
C -0.6123 -2.4152 0.3522
H -1.6718 -2.6600 0.1844
C 0.2462 -3.3560 0.9368
H -0.1331 -4.3098 1.2974
C 1.6235 -3.1208 0.9579
H 2.3141 -3.9087 1.2847
C 2.1298 -1.9006 0.5054
H 3.2075 -1.7283 0.4535
C 0.6339 2.0430 -0.3086
C -0.4840 2.0319 0.5447
H -0.6723 1.1678 1.2052
C -1.3492 3.1279 0.6155
H -2.1899 3.1006 1.3169
C -1.1461 4.2433 -0.2074
H -1.8179 5.1014 -0.1515
C -0.0939 4.2007 -1.1261
H 0.0032 5.0279 -1.8251
C 0.8073 3.1398 -1.1552
H 1.6646 3.1562 -1.8369
H 3.3846 1.0244 -0.8122
Cl 2.6455 1.1614 1.8432
C 0.8578 2.4647 5.8425
O 1.4643 1.1525 5.7065
C 0.9504 0.3526 4.7658
O -0.0215 0.6184 4.0322
N 1.6067 -0.8658 4.7180
N 1.3254 -1.5654 3.4937
H 1.2984 2.8919 6.7470
H -0.2307 2.3607 5.9425
H 1.0831 3.0738 4.9622
H 2.5646 -0.8335 5.0530
H 1.8755 -1.0728 2.7608
H 1.8130 -2.4624 3.5738
*
```

Summary:
HOMO (alpha / beta): -9.6 / -10.1 eV
DFT total energy: -99559.460 eV
relative energy (zero: lowest compared OMol25 entry of this formula, charge and spin): 55.8 kJ/mol
maximum force: 3.0 eV Å⁻¹

[2]
DFT (ωB97M-V/def2-TZVPD) results for a cluster of 2 separate species, C3H12NO2 in total at a distorted geometry.

The geometry in ORCA input format:
```
! wB97M-V def2-TZVPD RIJCOSX def2/J DEFGRID3
* xyz 0 2
O -0.4252 -2.0798 0.0101
C 0.3806 -1.5554 1.1125
C 0.7941 -0.0486 0.8013
N -0.2733 0.5915 0.0456
C -0.5084 2.0165 0.5528
H -0.6901 -2.9458 0.2548
H 1.4027 -2.1742 1.0283
H -0.1602 -1.6791 2.0878
H 0.9575 0.5061 1.7692
H 1.6585 -0.1910 0.1189
H -0.1098 0.5500 -0.9984
H -1.1147 0.1103 0.1957
H 0.2907 2.3142 1.2381
H -0.2013 2.7618 -0.2542
H -1.4126 2.3046 1.1650
H 0.2311 0.0537 -3.6673
H -0.8623 -0.4338 -2.7315
O 0.0427 -0.1011 -2.7288
*
```

Summary:
HOMO (alpha / beta): -2.6 / -10.7 eV
DFT total energy: -8885.774 eV
relative energy (zero: lowest compared OMol25 entry of this formula, charge and spin): 311.5 kJ/mol
maximum force: 3.2 eV Å⁻¹

[3]
DFT (ωB97M-V/def2-TZVPD) results for a structure of composition C26H34AsClN3O10RhS at a distorted geometry.

The geometry in ORCA input format:
```
! wB97M-V def2-TZVPD RIJCOSX def2/J DEFGRID3
* xyz 0 1
Rh -2.6191 -0.9499 0.1777
O -5.1493 1.2618 -0.3298
As -5.2992 0.2311 1.1306
O -5.0833 -1.3693 0.1636
O -3.6625 0.1832 1.5830
C -5.8308 -1.7392 -0.8991
C -7.2153 -1.5981 -0.9244
C -7.9410 -2.0391 -2.0196
C -7.3027 -2.6191 -3.1092
C -5.9252 -2.7547 -3.0977
C -5.1980 -2.3201 -1.9989
S -3.4404 -2.4439 -2.0274
O -2.9299 -1.0309 -2.0556
O -3.0616 -3.2004 -3.1773
O -2.9609 -3.0133 -0.7398
H -5.9741 1.7077 -0.5562
H -7.7032 -1.1487 -0.0682
H -9.0201 -1.9439 -2.0203
H -7.8755 -2.9668 -3.9579
H -5.3888 -3.1917 -3.9303
C 1.6635 -2.0569 -0.0024
C 0.3082 -2.5906 -0.4364
C 0.3930 -3.8736 -1.2358
O -0.3832 -1.5610 -1.1392
C -0.4212 -2.8932 0.9375
O -0.0712 -3.8892 1.5303
O -1.2337 -1.9544 1.3452
H 2.2934 -1.8640 -0.8768
H 2.1590 -2.7809 0.6423
H 1.5399 -1.1203 0.5472
H 0.9523 -3.6961 -2.1598
H -0.6041 -4.2320 -1.4971
H 0.8958 -4.6390 -0.6509
H -0.9119 -1.9329 -1.8489
C 2.1646 5.0027 -0.6252
C 2.5286 3.5225 -0.4392
C 4.0548 3.3886 -0.5689
C 1.8850 2.7227 -1.5842
C 2.0969 3.0324 0.9824
O 2.6646 3.8805 1.9845
C 2.4860 1.5476 1.2286
C 3.7169 1.3143 2.1130
C 4.0022 -0.1639 2.2133
C 4.7437 -0.8036 1.2238
C 5.0277 -2.1580 1.3004
C 4.5612 -2.8851 2.3837
Cl 4.9435 -4.5737 2.5091
C 3.8007 -2.2794 3.3685
C 3.5264 -0.9217 3.2769
C 0.6020 3.2422 1.3217
N -0.3695 2.4197 0.6142
C -0.7160 1.1624 0.8580
N -1.6118 0.7995 -0.0370
C -1.8483 1.9039 -0.7902
N -1.0995 2.9102 -0.4235
H 2.6466 5.3853 -1.5277
H 2.4968 5.6035 0.2215
H 1.0874 5.1346 -0.7490
H 4.3556 3.7014 -1.5697
H 4.3908 2.3590 -0.4325
H 4.5931 4.0323 0.1342
H 2.4379 2.9146 -2.5063
H 0.8560 3.0337 -1.7543
H 1.8954 1.6439 -1.4176
H 3.6131 3.9479 1.8381
H 2.6432 1.0410 0.2769
H 1.6594 1.0348 1.7200
H 3.5378 1.7331 3.1027
H 4.5921 1.8139 1.6912
H 5.1149 -0.2332 0.3777
H 5.6122 -2.6477 0.5328
H 3.4323 -2.8640 4.2008
H 2.9334 -0.4489 4.0528
H 0.3336 4.2820 1.1638
H 0.5129 3.0288 2.3857
H -0.3438 0.5319 1.6492
H -2.5590 1.9378 -1.5985
*
```

Summary:
HOMO (alpha / beta): -8.9 / -8.8 eV
DFT total energy: -139663.190 eV
relative energy (zero: lowest compared OMol25 entry of this formula, charge and spin): 178.3 kJ/mol
maximum force: 2.5 eV Å⁻¹

[4]
DFT (ωB97M-V/def2-TZVPD) results for a structure of composition C15H15N3PPb at a distorted geometry.

The geometry in ORCA input format:
```
! wB97M-V def2-TZVPD RIJCOSX def2/J DEFGRID3
* xyz -1 1
C -4.9759 -0.2502 -2.1731
C -4.2167 -0.7805 -3.2643
C -3.2803 0.2150 -3.6664
C -3.4748 1.3637 -2.8459
C -4.5139 1.0786 -1.9193
Pb -2.5312 -0.6528 -1.0957
P -2.6356 -2.6417 0.6790
H -5.6831 -0.8058 -1.5771
H -4.2624 -1.8011 -3.6255
H -2.5067 0.1024 -4.4146
H -4.8228 1.7148 -1.1045
H -2.8711 2.2560 -2.8684
H -1.2257 -3.1352 0.4502
H -3.7699 -3.4482 0.0874
H -2.8905 -1.8336 1.9315
N 6.8414 0.1336 4.3923
C 5.8982 0.1639 3.7064
C 4.7398 0.2060 2.8686
C 4.3207 -0.9573 2.2005
C 3.1614 -0.9171 1.4261
C 2.5506 0.3302 1.2897
C 2.9446 1.5005 1.9182
C 4.0554 1.4223 2.7446
N 1.4887 0.4576 0.3804
C 1.2980 1.4992 -0.5666
C 0.1239 1.2284 -1.1554
N -0.4165 0.0742 -0.6060
C 0.4231 -0.3517 0.3369
H 4.8918 -1.8814 2.2940
H 2.7816 -1.7774 0.8550
H 2.3464 2.3987 1.7356
H 4.3639 2.3182 3.2720
H 2.0414 2.2538 -0.7636
H -0.4397 1.6935 -1.9299
H 0.2458 -1.1764 1.0083
*
```

Summary:
HOMO (alpha / beta): -0.5 / -0.5 eV
DFT total energy: -34799.081 eV
relative energy (zero: lowest compared OMol25 entry of this formula, charge and spin): 226.8 kJ/mol
maximum force: 2.0 eV Å⁻¹

[5]
DFT (ωB97M-V/def2-TZVPD) results for an isolated molecule of C4H5I at a distorted geometry.

The geometry in ORCA input format:
```
! wB97M-V def2-TZVPD RIJCOSX def2/J DEFGRID3
* xyz 0 1
C 0.2849 1.1025 -1.6029
C -0.3690 0.5532 -0.7624
C -0.9197 -0.5645 0.0749
C 0.4949 -1.0349 1.0622
I -0.1744 -1.2464 3.0792
H 0.8982 1.6970 -2.2684
H -1.1394 -1.3837 -0.5799
H -1.6905 -0.4057 0.8182
H 1.3554 -0.3552 0.7483
H 0.8069 -2.1008 0.6129
*
```

Summary:
HOMO: -9.4 eV
DFT total energy: -12326.466 eV
structure (SMILES): C#CCCI
relative energy (zero: lowest compared OMol25 entry of this formula, charge and spin): 154.7 kJ/mol
maximum force: 4.2 eV Å⁻¹

[6]
DFT (ωB97M-V/def2-TZVPD) results for an isolated molecule of C5H6O2 at a distorted geometry.

The geometry in ORCA input format:
```
! wB97M-V def2-TZVPD RIJCOSX def2/J DEFGRID3
* xyz 0 1
O 0.9187 -1.7397 -0.1996
C 0.8339 -0.5009 -0.9154
C -0.4998 0.1025 -0.4051
C -0.7136 -0.9157 0.7454
O -0.0953 -0.8306 1.7952
C -0.4519 1.4756 0.0888
C -0.4291 2.6034 0.5083
H 1.0737 -1.4878 0.7548
H 1.7071 0.1194 -0.6968
H 0.8161 -0.7271 -1.9863
H -1.2925 0.0053 -1.1588
H -1.4630 -1.7014 0.5697
H -0.4043 3.5969 0.8999
*
```

Summary:
HOMO: -9.8 eV
DFT total energy: -9373.646 eV
structure (SMILES): C#C[C@H](C=O)CO
relative energy (zero: lowest compared OMol25 entry of this formula, charge and spin): 332.8 kJ/mol
maximum force: 1.7 eV Å⁻¹

[7]
DFT (ωB97M-V/def2-TZVPD) results for an isolated molecule of C5H7NO.

The geometry in ORCA input format:
```
! wB97M-V def2-TZVPD RIJCOSX def2/J DEFGRID3
* xyz 0 1
C -1.5812 -0.3428 0.2502
C -0.8263 0.7426 -0.5019
C 0.2486 1.4168 0.0228
O 2.0154 0.3275 -0.1651
C 1.8061 -0.7840 0.3835
N 0.6352 -1.3966 0.4959
C -0.4068 -1.0442 -0.2665
H -1.5988 -0.2325 1.3345
H -2.5517 -0.5770 -0.1843
H -1.1056 0.9179 -1.5346
H 0.4538 1.3887 1.0878
H 0.7079 2.2300 -0.5246
H 2.6400 -1.2712 0.9116
H -0.4365 -1.3752 -1.3094
*
```

Summary:
HOMO: -8.9 eV
DFT total energy: -8833.164 eV
relative energy (zero: lowest compared OMol25 entry of this formula, charge and spin): 293.2 kJ/mol
maximum force: 0.4 eV Å⁻¹

[8]
DFT (ωB97M-V/def2-TZVPD) results for a cluster of 15 separate species, C30H54Cl28NO in total at a distorted geometry.

The geometry in ORCA input format:
```
! wB97M-V def2-TZVPD RIJCOSX def2/J DEFGRID3
* xyz 1 1
C -5.6574 3.5458 -8.3221
C -5.0500 3.6036 -6.7778
O -3.5729 3.8433 -6.8858
C -3.0167 4.0179 -5.5351
C -1.6128 3.2204 -5.2524
C -1.5862 1.6578 -5.7464
C -3.0361 0.8343 -5.8691
N -2.6717 -0.6653 -5.8556
C -1.1347 -0.7846 -5.7853
C -0.7841 0.5310 -4.8663
C 0.7538 0.8053 -4.3692
C 0.9083 0.0047 -2.9088
C 1.1069 -1.6489 -3.0421
C 1.2296 -2.6002 -1.6869
C 1.1474 -1.8190 -0.2238
C 0.9535 -0.1871 -0.1013
C 0.8306 0.5561 1.3607
C 0.8310 0.7731 -1.4571
H -4.7818 3.1652 -9.0231
H -5.8760 4.6703 -8.6196
H -6.6275 2.8994 -8.4247
H -5.5726 4.4896 -6.2087
H -5.2990 2.6059 -6.1866
H -2.8560 5.1820 -5.3646
H -3.8442 3.7060 -4.7345
H -0.7450 3.8897 -5.6948
H -1.4608 3.1987 -4.0690
H -1.1011 1.5990 -6.8205
H -3.4338 0.9538 -4.7524
H -3.7597 1.1263 -6.7450
H -3.0450 -1.2601 -6.6277
H -2.9170 -0.9905 -4.8722
H -0.7595 -0.8024 -6.9110
H -0.8091 -1.7831 -5.2597
H -1.3671 0.3558 -3.8521
H 1.0597 1.9365 -4.3020
H 1.5056 0.2673 -5.1070
H 1.1312 -2.1828 -4.1030
H 1.3343 -3.7589 -1.8245
H 1.2041 -2.5091 0.7458
H 0.3776 -0.2512 2.1146
H 1.8346 1.0227 1.7577
H -0.0158 1.3858 1.2338
H 0.6580 1.9458 -1.3873
C -2.8923 3.2557 -0.9397
Cl -1.2571 3.7737 -1.3675
Cl -3.6544 2.3864 -2.2770
H -2.8405 2.5959 -0.0702
H -3.4929 4.1363 -0.6995
C 0.0328 2.0327 4.5923
Cl 0.2404 0.3082 4.9214
Cl -1.2866 2.3076 3.4485
H -0.1945 2.5487 5.5283
H 0.9592 2.4280 4.1686
C 0.3607 -4.3155 3.1531
Cl 1.9958 -3.7975 2.7254
Cl -0.4015 -5.1847 1.8158
H 0.4124 -4.9752 4.0227
H -0.2400 -3.4349 3.3933
C 2.3178 -7.4688 1.3257
Cl 3.2734 -8.0960 2.6742
Cl 1.3845 -8.7567 0.5543
H 1.6301 -6.7070 1.7008
H 2.9914 -7.0266 0.5877
C 4.3116 0.9312 3.6773
Cl 3.4755 -0.6242 3.5953
Cl 3.5327 2.0116 4.8396
H 5.3463 0.7631 3.9859
H 4.2924 1.3979 2.6895
C 5.9671 3.7654 2.0140
Cl 6.9227 3.1383 3.3625
Cl 5.0338 2.4775 1.2425
H 5.2794 4.5272 2.3891
H 6.6407 4.2076 1.2759
C -7.1630 2.3479 -3.5915
Cl -7.6753 1.5035 -5.0576
Cl -6.7477 4.0307 -3.9389
H -7.9785 2.3255 -2.8646
H -6.2863 1.8432 -3.1782
C 8.5254 6.6196 4.7999
Cl 8.1019 5.5479 6.1405
Cl 7.2444 6.6520 3.5823
H 8.6747 7.6308 5.1862
H 9.4479 6.2618 4.3363
C 2.6105 -0.6091 -8.2327
Cl 2.1869 -1.6807 -6.8921
Cl 1.3294 -0.5767 -9.4504
H 2.7597 0.4021 -7.8464
H 3.5330 -0.9669 -8.6964
C -1.8455 -6.5949 -1.7041
Cl -3.3980 -6.4359 -0.8736
Cl -0.7539 -5.2738 -1.2705
H -1.3855 -7.5444 -1.4198
H -2.0159 -6.5759 -2.7833
C -2.9630 -3.9693 4.8030
Cl -2.0192 -2.6810 5.5609
Cl -2.0726 -5.4964 4.8062
H -3.8957 -4.1002 5.3570
H -3.1836 -3.6883 3.7703
C 2.2921 -0.6595 8.2721
Cl 1.2040 -1.7079 7.3546
Cl 1.4408 0.7662 8.8783
H 2.6957 -1.2197 9.1191
H 3.1079 -0.3366 7.6209
C 2.6998 2.9831 11.4178
Cl 3.6437 4.2714 12.1757
Cl 3.5903 1.4561 11.4210
H 1.7671 2.8522 11.9718
H 2.4792 3.2641 10.3851
C -0.9057 -7.2217 8.3095
Cl -1.4180 -8.0661 6.8434
Cl -0.4905 -5.5389 7.9621
H -1.7213 -7.2441 9.0364
H -0.0291 -7.7264 8.7228
*
```

Summary:
HOMO: -10.2 eV
DFT total energy: -386132.478 eV
maximum force: 5.4 eV Å⁻¹

[9]
DFT (ωB97M-V/def2-TZVPD) results for a structure of composition C58H41N5O2V at a distorted geometry.

The geometry in ORCA input format:
```
! wB97M-V def2-TZVPD RIJCOSX def2/J DEFGRID3
* xyz 2 2
V -0.4036 0.3150 -0.0995
C -1.2648 -5.3165 5.0723
C -2.2091 -4.3054 4.9823
C -2.0564 -3.2841 4.0626
C -0.9547 -3.2678 3.2043
C -0.0361 -4.3152 3.2753
C -0.1770 -5.3190 4.2129
C -0.8018 -2.2045 2.2007
C -0.9750 -0.8749 2.5960
C -1.1658 -0.4715 3.9542
C -1.5788 0.8214 3.9267
C -1.5848 1.2233 2.5549
C -1.9389 2.5009 2.1157
C -2.3252 3.5215 3.1099
C -3.5635 4.1579 3.0443
C -3.8986 5.1256 3.9743
C -3.0009 5.4831 4.9682
C -1.7589 4.8708 5.0260
C -1.4234 3.8950 4.1063
C -1.7802 2.9037 0.7877
N -1.2055 2.1587 -0.2092
C -0.9385 3.0379 -1.2254
C -0.3897 2.7199 -2.4692
C -0.2265 3.7741 -3.4853
C 1.0173 4.0108 -4.0667
C 1.1510 4.9738 -5.0494
C 0.0452 5.6877 -5.4837
C -1.1975 5.4419 -4.9231
C -1.3353 4.4958 -3.9252
C -0.1877 1.4013 -2.8790
C -0.0233 1.0294 -4.2541
C -0.2512 -0.3056 -4.3253
C -0.4995 -0.7510 -2.9893
N -0.4337 0.2950 -2.1121
C -0.7341 -2.0787 -2.6483
C -0.7586 -2.5069 -1.3231
C -0.9308 -3.8752 -0.9513
C -0.8719 -3.9220 0.4030
C -0.6974 -2.5746 0.8560
N -0.6206 -1.7189 -0.2094
C -1.0337 -3.0282 -3.7375
C -2.2426 -2.8695 -4.4137
C -2.5986 -3.7527 -5.4151
C -1.7422 -4.7823 -5.7716
C -0.5317 -4.9336 -5.1138
C -0.1821 -4.0680 -4.0920
C -1.3595 4.3556 -0.8651
C -1.9146 4.2663 0.3698
N -1.1825 0.1860 1.7562
H -1.3772 -6.1007 5.8038
H -3.0727 -4.3148 5.6288
H -2.8128 -2.5180 3.9719
H 0.8015 -4.3184 2.5981
H 0.5565 -6.1102 4.2652
H -1.0031 -1.0858 4.8160
H -1.8579 1.4361 4.7580
H -4.2698 3.8711 2.2786
H -4.8627 5.6084 3.9214
H -3.2648 6.2422 5.6876
H -1.0479 5.1572 5.7856
H -0.4470 3.4319 4.1393
H 1.8771 3.4476 -3.7310
H 2.1178 5.1652 -5.4862
H 0.1510 6.4264 -6.2621
H -2.0637 5.9827 -5.2686
H -2.3070 4.2773 -3.5073
H 0.1741 1.7035 -5.0633
H -0.2478 -0.9334 -5.1940
H -1.0998 -4.6818 -1.6367
H -0.9924 -4.7802 1.0333
H -2.9074 -2.0683 -4.1253
H -3.5463 -3.6385 -5.9178
H -2.0205 -5.4653 -6.5590
H 0.1389 -5.7305 -5.3975
H 0.7617 -4.1778 -3.5788
H -1.2390 5.2300 -1.4739
H -2.3496 5.0521 0.9542
C 2.7732 -4.6955 -1.4324
O 2.8678 -3.3126 -1.1131
C 2.9256 -2.9347 0.1812
C 2.8772 -3.7948 1.2708
C 2.9951 -3.3010 2.5587
C 3.1197 -1.9370 2.7817
C 3.1700 -1.0632 1.7169
C 3.0981 -1.5435 0.4069
N 3.3770 -0.7840 -0.7276
C 3.6421 0.4903 -0.8818
C 3.3116 1.5440 0.0369
C 4.2154 2.5760 0.3282
C 3.9072 3.5348 1.2706
C 2.6635 3.5297 1.8970
C 1.7175 2.5819 1.5634
C 2.0209 1.5798 0.6345
O 1.0892 0.7412 0.2651
H 3.5701 -5.2771 -0.9642
H 2.8800 -4.7530 -2.5138
H 1.7986 -5.0900 -1.1352
H 2.7623 -4.8544 1.1153
H 3.0029 -3.9857 3.3928
H 3.2084 -1.5589 3.7868
H 3.3400 -0.0166 1.9083
H 3.5163 -1.3953 -1.5349
H 4.1645 0.7617 -1.7936
H 5.1810 2.5712 -0.1535
H 4.6343 4.2877 1.5282
H 2.4273 4.2816 2.6330
H 0.7309 2.5848 2.0082
*
```

Summary:
HOMO (alpha / beta): -11.9 / -11.9 eV
DFT total energy: -98033.519 eV
maximum force: 5.3 eV Å⁻¹